# 1
{"formula": "C13H14Cl3F3N2O", "method": "wB97M-V/def2-TZVPD", "elements": ["C", "C", "H", "C", "Cl", "C", "C", "H", "H", "H", "N", "N", "H", "H", "H", "C", "Cl", "H", "H", "C", "C", "H", "H", "H", "C", "C", "H", "C", "F", "F", "H", "O", "C", "Cl", "F", "C"], "xyz": [[-1.79399, -0.50296, -0.69168], [-2.72910, 0.31525, -0.05936], [-3.94776, -2.63731, -2.21456], [0.71222, 1.85164, -0.67139], [1.85114, 1.33678, -1.92485], [-3.61139, -1.81059, -1.60838], [-2.26229, -1.56963, -1.47010], [3.22950, -0.94065, 2.24910], [-0.41509, 1.03493, 0.96853], [5.50450, -1.07367, 1.14539], [1.39559, 0.03899, 0.85160], [-0.43979, -0.31457, -0.60692], [4.54854, 1.16692, 1.77136], [-1.54264, -2.20563, -1.96316], [3.48999, -2.37709, 1.23711], [0.24786, 0.62694, 0.19330], [1.50330, 3.05080, 0.38159], [0.16769, -0.97573, -1.08353], [3.84765, 1.29653, 0.15373], [-4.54364, -1.00161, -0.97564], [-4.08411, 0.05222, -0.20273], [-5.60070, -1.18478, -1.07798], [-2.42798, 1.15882, 0.54103], [1.76403, 0.57557, 1.62191], [2.16310, -0.98227, 0.37265], [-5.05108, 0.97588, 0.47844], [5.59323, 1.24401, 0.35594], [3.37179, -1.29262, 1.22684], [-4.65339, 1.31450, 1.71988], [-5.19782, 2.14024, -0.18706], [4.70682, -0.95952, -0.42506], [1.89574, -1.60844, -0.63096], [4.65194, 0.85331, 0.73413], [-0.69883, 2.60779, -1.43781], [-6.28184, 0.46162, 0.60516], [4.63683, -0.66568, 0.62345]], "mulliken_charge": [0.992, -0.189, 0.391, 0.677, -0.110, -0.579, -0.785, 0.311, 0.476, 0.341, -0.078, 0.153, 0.279, 0.473, 0.322, -1.314, -0.134, 0.304, 0.081, -0.872, -0.509, 0.459, 0.335, 0.359, 0.632, 0.962, 0.377, -0.826, -0.275, -0.257, 0.297, -0.670, -0.893, -0.108, -0.280, -0.344], "energy_ha": -2368.7621, "e_homo_ha": -0.3063, "lumo_ev": 0.40, "smiles": "CCCC(=O)N[C@H](Nc1cccc(C(F)(F)F)c1)C(Cl)(Cl)Cl", "mol_weight_g_mol": 377.6}

=====

# 2
{"formula": "C13H14ClF3N2O4", "method": "wB97M-V/def2-TZVPD", "elements": ["H", "O", "H", "H", "C", "C", "C", "H", "C", "C", "N", "F", "H", "H", "F", "C", "H", "C", "Cl", "H", "C", "O", "H", "C", "C", "H", "C", "H", "N", "C", "O", "H", "O", "H", "C", "H", "F"], "xyz": [[-0.03399, 0.87849, 4.55728], [-0.95247, -0.66426, 3.51082], [3.36556, -1.98879, -4.68554], [-2.40667, -1.79909, 3.76182], [1.15257, -0.86198, -2.43660], [2.37668, -1.34169, -4.34477], [-0.05041, -0.39718, -3.54089], [-0.45447, -0.25135, -5.53115], [-1.89065, -1.21213, -0.75416], [2.29742, -1.53534, -2.95820], [0.58338, 0.68226, 1.20007], [-3.28221, -0.41383, -0.81831], [0.77877, 3.11423, 2.58745], [1.90502, 2.24759, 3.94783], [-1.96092, -2.20028, -1.42130], [0.92116, 1.07359, 2.63264], [-1.27625, 1.88205, -1.07001], [0.35434, -0.23679, -4.74490], [1.76857, -0.94300, -6.94551], [1.52108, 0.00968, 2.87316], [1.41052, -1.03749, -5.16810], [0.60466, -0.81841, -1.22735], [-3.00861, -0.38382, 3.58869], [-0.71197, -0.09305, -1.29697], [-0.37330, 0.70839, 3.58063], [2.77313, -1.79750, -2.16305], [-0.22211, 1.39844, 0.60560], [2.25209, 2.29731, 2.18503], [-0.81658, 1.19713, -0.77522], [-2.03953, -0.96756, 4.05664], [-0.97251, 2.59086, 1.03035], [0.53731, -0.24013, 0.80306], [-1.18283, -0.08536, -2.77599], [-2.05001, -0.70605, 5.21559], [1.61640, 2.11368, 2.81922], [-1.05368, 1.45287, 3.22826], [-1.47950, -1.67150, 0.47386]], "mulliken_charge": [0.587, -0.292, 0.196, 0.453, 0.511, -0.413, 0.176, 0.259, 0.828, -1.019, 0.062, -0.361, 0.275, 0.300, -0.174, 0.045, 0.113, -0.421, -0.211, 0.203, 0.413, -0.420, 0.246, 0.743, -0.836, 0.648, 0.279, 0.683, -0.124, -0.838, -0.717, 0.431, -0.538, 0.245, -1.530, 0.465, -0.268], "energy_ha": -1673.5341, "e_homo_ha": -0.3203, "lumo_ev": 0.40, "smiles": "COC[C@H](C)NC(=O)N[C@]1(C(F)(F)F)Oc2ccc(Cl)cc2O1", "mol_weight_g_mol": 354.7}

=====

# 3
{"formula": "C13H14CoN5O2S7", "method": "wB97M-V/def2-TZVPD", "elements": ["S", "H", "C", "H", "S", "H", "H", "H", "C", "C", "H", "C", "S", "H", "H", "C", "H", "S", "C", "C", "C", "C", "H", "C", "O", "O", "N", "Co", "C", "N", "H", "N", "H", "H", "N", "C", "H", "S", "S", "C", "S", "N"], "xyz": [[0.18460, 2.15742, 0.18121], [0.13778, -5.76845, 1.59129], [-0.06726, -3.22067, -0.62292], [1.40985, -1.30276, 3.19352], [0.34690, 2.77065, -5.09624], [1.22206, 4.69164, 0.35713], [-4.30026, -2.50800, -1.56034], [2.93398, 4.21111, 0.36832], [-2.17026, -0.94523, -1.77482], [1.08165, -1.28312, 2.16211], [-4.49918, -2.58548, -3.32567], [0.29635, 1.90354, -3.55774], [2.59789, 2.90430, -7.04672], [2.38685, 5.57308, 1.37774], [-4.89354, -1.08844, -2.47381], [0.57133, -3.72742, 1.99092], [-0.40218, -5.31158, -0.84416], [-1.13027, 2.08040, -2.69749], [2.11461, 4.59854, 0.97044], [-0.12859, -4.51433, -0.16830], [1.48500, 1.19423, -3.27436], [1.24086, 2.04696, 1.56646], [-2.08788, 1.07001, 0.17728], [-4.22276, -1.94994, -2.49155], [-2.87568, -1.54523, -2.74060], [-0.98559, -0.75808, -1.93213], [-2.86166, -0.60932, -0.63659], [0.22664, -0.18491, -0.21299], [0.63539, -2.40955, 1.46219], [1.13131, -0.15368, 1.46400], [-3.82181, -0.32516, -0.75253], [0.25622, -2.16929, 0.14890], [0.84516, -3.88468, 3.02710], [-2.41008, -0.17206, 1.25403], [1.63004, 0.95475, 2.12867], [0.18586, -4.76116, 1.19309], [-0.28006, -2.99022, -1.66002], [1.95495, 0.23130, -1.99339], [2.74263, 1.36248, -4.50491], [1.93438, 2.38028, -5.62602], [1.80148, 3.52320, 2.38659], [-2.09712, 0.06478, 0.32362]], "mulliken_charge": [-0.435, 0.386, -0.140, 0.389, -0.121, 0.258, 0.373, 0.280, 0.695, -0.805, 0.266, 0.175, -0.307, 0.319, 0.317, -1.062, 0.386, -0.368, -0.830, -1.066, 0.093, 0.304, 0.324, -0.898, -0.346, -0.287, -0.094, -0.051, 0.652, 1.185, 0.253, 0.231, 0.388, 0.211, -1.177, -0.080, 0.592, -0.353, -0.086, 0.121, -0.078, -0.615], "relative_energy_kcal_mol": 50.2, "energy_ha": -5098.1720, "e_homo_ha": [-0.1096, -0.1695], "spin_multiplicity": 4, "lumo_ev": [2.12, 1.51], "charge": -1, "mol_weight_g_mol": 555.7}